No. 1
{"formula": "C4H8NO3", "method": "ωB97M-V/def2-TZVPD", "relative_energy_ev": 1.165, "homo_lumo_gap_ev": 7.501, "charge": -1, "energy_ha": -437.7627, "elements": ["H", "H", "O", "H", "H", "C", "C", "O", "H", "H", "H", "C", "C", "N", "H", "O"], "positions_angstrom": [[-1.64828, -1.20229, 1.12396], [1.54306, -1.96214, 0.03553], [-0.48304, -3.24591, -0.99184], [0.42494, 3.10438, -1.99229], [1.57999, 1.70867, -1.54397], [1.08613, 2.64543, -1.26566], [-0.43099, -2.43395, -0.06286], [-0.07838, 1.26846, 0.24110], [0.73977, -1.69152, 1.65654], [2.03520, 3.20322, -1.17076], [1.24987, -3.28007, 0.99093], [0.79691, -2.31367, 0.76568], [0.40583, 2.41953, 0.11584], [-1.57023, -1.78648, 0.30270], [-2.41683, -1.92583, -0.21115], [0.19586, 3.39722, 0.87171]], "forces_ev_per_a": [[0.5, 0.2, -0.4], [-0.1, 0.6, 0.5], [0.4, 0.7, 0.1], [0.0, -0.2, -0.1], [-1.1, -0.4, -0.6], [2.2, -0.3, 1.1], [-1.8, -1.7, -0.2], [0.4, -0.6, 0.3], [0.0, 0.2, -0.3], [-0.7, 0.9, 0.1], [-0.7, -0.3, 0.2], [1.2, 0.4, -0.6], [-1.7, 0.4, -0.4], [0.4, 0.4, 0.9], [0.1, -0.2, -0.4], [0.8, 0.0, -0.3]]}


No. 2
{"formula": "C4H11N5", "method": "ωB97M-V/def2-TZVPD", "relative_energy_ev": 2.671, "homo_lumo_gap_ev": [7.104, 7.105], "charge": 2, "energy_ha": -432.0524, "elements": ["H", "H", "N", "N", "C", "N", "H", "H", "H", "H", "C", "N", "H", "H", "H", "C", "C", "H", "H", "N"], "positions_angstrom": [[-0.27702, 3.75891, 2.17848], [2.41251, -0.32448, -0.01545], [-0.49257, -0.19164, 0.22619], [2.07531, 0.50877, 0.26608], [0.41532, 2.90024, 1.96948], [0.02567, 1.75268, 1.33890], [1.25671, -1.30931, -1.30432], [-2.16719, -2.49748, -2.49903], [0.13031, -2.14722, -2.28882], [2.63296, 0.86544, 1.06210], [-1.94093, -1.80809, -0.67412], [0.33720, -1.34701, -1.63632], [-2.21001, -1.81180, 0.39810], [-3.34914, -3.03993, -1.39528], [1.19341, 3.49389, 1.42499], [-0.62329, -1.11333, -0.68702], [0.19464, 0.77529, 0.66127], [0.63542, 2.65860, 2.93968], [2.24038, 1.33219, -0.35124], [-2.48969, -2.45572, -1.61369]], "forces_ev_per_a": [[-0.8, -1.4, -0.8], [1.8, -3.1, -1.4], [-3.3, -4.2, -1.8], [-0.9, 5.7, 1.7], [0.7, 4.1, -1.4], [-1.3, -2.1, -1.9], [1.5, 0.1, 0.0], [1.4, 0.0, -3.8], [0.8, 1.2, 0.9], [-0.5, -0.9, 0.1], [1.6, 0.1, 1.8], [-3.2, -2.1, -0.9], [-1.1, -0.2, -0.8], [1.1, 0.9, -0.5], [0.1, -1.0, 0.6], [2.2, 2.7, -0.3], [1.4, 3.3, 2.3], [1.4, -0.7, 2.5], [-0.1, -1.4, -0.5], [-3.0, -0.9, 4.3]]}


No. 3
{"formula": "C43H48As3F5N9O3SeV", "method": "ωB97M-V/def2-TZVPD", "relative_energy_ev": 1.708, "homo_lumo_gap_ev": [6.304, 6.849], "s2": 0.77, "spin_multiplicity": 2, "charge": 1, "energy_ha": -12937.6585, "elements": ["H", "N", "H", "C", "F", "O", "C", "C", "C", "H", "N", "H", "C", "H", "C", "H", "H", "H", "N", "H", "V", "Se", "H", "H", "H", "C", "C", "O", "N", "C", "As", "C", "As", "H", "H", "C", "F", "As", "H", "C", "H", "H", "C", "C", "N", "H", "F", "H", "C", "N", "O", "H", "N", "H", "C", "F", "H", "H", "C", "H", "C", "C", "C", "H", "H", "C", "C", "H", "C", "C", "H", "C", "H", "N", "C", "H", "H", "H", "H", "C", "C", "C", "C", "C", "H", "H", "C", "H", "C", "H", "H", "C", "H", "C", "H", "H", "H", "H", "C", "C", "C", "C", "C", "H", "C", "H", "N", "C", "H", "F", "H", "C", "H"], "positions_angstrom": [[-0.61563, 4.92349, -0.36575], [3.16383, -1.30611, -2.68901], [2.91211, -1.55491, -1.73424], [0.68034, 2.12079, 3.08647], [-3.61733, -1.02219, -1.38547], [-2.74082, -0.45673, -4.45955], [1.71407, -4.17779, 6.21457], [-1.62195, -0.89474, 1.60318], [-2.73766, 1.91563, 4.33060], [-1.92934, -4.27463, 7.51191], [2.50468, -3.77280, -3.84079], [0.56215, 5.08627, -4.40409], [-0.48315, 4.00164, 0.19964], [-3.12729, 4.94977, -2.77775], [-0.76829, -2.83448, -2.01368], [1.10333, 3.06022, 3.44725], [-2.22116, 2.42073, -4.27326], [3.49530, 1.84693, -4.00078], [4.60069, -2.90129, 4.34144], [3.15659, 2.80779, -2.54102], [-0.39562, -0.01577, -1.05920], [3.97255, -2.73491, -3.50671], [-4.30347, 3.85974, -3.55391], [-1.11532, 3.99202, 1.08042], [0.55855, 3.91240, 0.50316], [-2.93220, 2.69472, -0.95306], [1.81239, -4.99153, 1.61390], [-0.51015, -3.25213, 6.51767], [-1.37544, 1.98004, 4.51296], [2.97292, -4.00202, 5.65637], [-2.61292, 4.65938, -5.28690], [4.02277, -0.71809, 1.84950], [1.47825, 0.92616, -2.81951], [2.32020, -0.76733, -4.49356], [0.35206, -5.22528, -4.17254], [-2.91809, 1.96093, 2.98471], [-5.36272, -1.88321, 0.36414], [-1.00745, 2.53452, -0.96350], [-1.14566, 6.28634, -3.87412], [1.33078, -3.32001, -3.66491], [3.04637, 0.86429, 0.73556], [-3.42724, 1.84694, 5.15274], [-3.81050, -1.70223, 2.11730], [0.23009, -4.28759, -3.64598], [4.90888, -2.48513, 3.21522], [0.28151, -1.30729, 5.14941], [-4.70411, -2.15034, 2.99150], [1.83254, 3.87300, -4.35602], [-0.15948, 3.04175, -4.06541], [-1.58431, 0.28515, -2.52992], [0.94292, -0.38392, -0.04897], [0.89101, 2.02383, 2.02294], [0.01464, -1.83604, -2.20637], [3.93666, 1.21509, -2.39748], [3.26496, -2.89959, 4.86775], [-0.41853, -0.59936, 2.12530], [-3.84906, 1.93483, 2.44179], [-1.35245, 2.57759, -5.77582], [-3.19083, -1.08214, -0.10793], [-0.26769, 0.90523, -4.57511], [-3.72208, 4.77332, -3.67289], [1.05239, -2.05556, 5.27952], [3.92169, -2.00574, 2.29367], [0.18367, -1.67438, -4.26590], [1.72805, -6.04838, 1.82417], [-1.89643, -0.71587, 0.24909], [0.48541, 1.64760, -4.32432], [0.68738, 3.75022, -2.20938], [2.84551, -4.25073, 2.10138], [-0.88727, -4.41460, 7.24240], [-0.89660, 1.96859, 5.39714], [3.20757, 1.80134, -2.95125], [-0.87809, 4.39866, -2.59190], [0.87043, -3.08847, 0.48917], [3.01614, -0.17771, 1.02767], [0.78973, 3.99546, -5.77469], [-3.35842, 2.23375, -1.83910], [1.18182, 1.30033, 3.60210], [-3.21922, 3.74203, -0.89232], [-2.17929, -0.09816, -3.49920], [0.80886, 4.06636, -4.68494], [-0.79358, 2.05958, 3.28863], [-0.80779, -4.02723, -2.84164], [-1.55929, 6.26867, -4.88231], [-1.62247, -4.72321, -2.69991], [-0.78845, -5.30985, 6.62483], [1.99779, -0.87598, -3.45464], [0.01049, -4.93543, 0.42014], [-4.14040, -1.55808, 0.78405], [-0.28877, -4.52458, 8.14914], [4.84168, -0.09943, 2.19172], [0.74325, -3.20122, 6.01891], [-4.41676, 5.60352, -3.79714], [2.29600, -1.90127, 4.71085], [3.61636, -4.70307, 2.71067], [-0.76686, 6.41758, -5.61226], [2.51072, -0.99904, 4.15814], [-2.26220, 7.09693, -4.97852], [-2.53320, -1.37120, 2.52617], [0.84087, -4.35488, 0.81257], [2.90908, -2.87080, 1.79432], [-1.50833, 3.05750, -4.80643], [1.89478, -2.34059, 0.97056], [3.74995, -4.73765, 5.82057], [-0.30492, 3.46715, -2.58368], [1.51439, -5.05755, 6.80762], [-1.69996, 2.04225, 2.34060], [0.85781, -1.88732, -3.42059], [1.15328, 1.71468, -5.18612], [-2.19342, -1.49822, 3.81086], [-1.42469, -2.78241, -1.15301], [1.95550, -0.95272, 0.64551], [-3.27941, 2.16816, -0.06512]], "forces_ev_per_a": [[0.0, 0.0, 0.0], [0.0, 0.0, 0.0], [0.0, 0.0, 0.0], [0.0, 0.0, 0.0], [0.0, 0.0, 0.0], [0.0, 0.0, 0.0], [0.0, 0.0, 0.0], [0.0, 0.0, 0.0], [0.0, 0.0, 0.0], [0.0, 0.0, 0.0], [0.1, 0.1, 0.0], [0.0, 0.0, 0.0], [0.1, -0.1, 0.1], [0.0, 0.0, 0.0], [0.0, 0.0, 0.0], [0.0, 0.0, 0.0], [0.0, 0.0, 0.0], [0.0, 0.0, 0.0], [0.1, 0.1, 0.0], [0.0, 0.0, 0.0], [0.6, -0.2, -0.2], [-0.1, -0.1, 0.0], [0.0, 0.0, 0.0], [0.0, 0.0, 0.0], [0.0, 0.0, 0.0], [0.0, 0.0, 0.1], [0.0, 0.0, 0.0], [0.0, 0.0, 0.0], [0.0, 0.0, 0.0], [0.0, 0.0, 0.0], [0.0, 0.0, 0.0], [-0.1, 0.1, 0.0], [-0.3, -0.2, 0.0], [0.0, 0.0, 0.0], [0.0, 0.0, 0.0], [0.0, 0.0, 0.0], [0.0, 0.0, 0.0], [0.1, -0.1, -0.3], [0.0, 0.0, 0.0], [0.0, 0.0, 0.0], [0.0, 0.0, 0.0], [0.0, 0.0, 0.0], [0.0, 0.0, 0.0], [0.0, 0.0, 0.0], [-0.1, 0.0, 0.0], [0.0, 0.0, 0.0], [0.0, 0.0, 0.0], [0.0, 0.0, 0.0], [0.0, 0.0, 0.0], [-0.1, 0.1, -0.2], [0.0, 0.0, 0.3], [0.0, 0.0, 0.0], [-0.2, 0.1, -0.1], [0.0, 0.0, 0.0], [0.0, 0.0, -0.1], [0.1, 0.0, 0.0], [0.0, 0.0, 0.0], [0.0, 0.0, 0.0], [0.0, 0.0, 0.0], [0.0, 0.0, 0.0], [0.0, 0.0, 0.0], [0.0, 0.0, 0.0], [0.0, 0.0, 0.2], [0.0, 0.0, 0.0], [0.0, 0.0, 0.0], [0.0, 0.0, 0.0], [0.0, 0.0, 0.0], [0.0, 0.0, 0.0], [0.0, 0.0, 0.0], [0.0, 0.0, 0.0], [0.0, 0.0, 0.0], [0.0, 0.0, 0.1], [0.0, 0.0, 0.0], [-0.1, 0.0, 0.1], [0.0, -0.1, 0.1], [0.0, 0.0, 0.0], [0.0, 0.0, 0.0], [0.0, 0.0, 0.0], [0.0, 0.0, 0.0], [0.0, -0.1, 0.1], [0.0, 0.0, 0.0], [0.0, -0.1, 0.0], [0.0, 0.0, 0.0], [0.0, 0.0, 0.0], [0.0, 0.0, 0.0], [0.0, 0.0, 0.0], [0.1, 0.0, 0.0], [0.0, 0.0, 0.0], [0.0, 0.0, 0.0], [0.0, 0.0, 0.0], [0.0, 0.0, 0.0], [0.0, 0.0, 0.0], [0.0, 0.0, 0.0], [0.1, 0.0, -0.1], [0.0, 0.0, 0.0], [0.0, 0.0, 0.0], [0.0, 0.0, -0.1], [0.0, 0.0, 0.0], [0.0, 0.0, 0.0], [0.0, 0.0, 0.0], [0.0, 0.0, 0.0], [0.0, 0.0, 0.0], [0.0, 0.1, 0.0], [0.0, 0.0, 0.0], [-0.1, 0.1, 0.1], [0.0, 0.0, 0.0], [-0.1, 0.1, 0.0], [0.0, 0.0, 0.0], [0.0, 0.0, 0.0], [0.0, 0.0, 0.0], [0.0, 0.0, 0.0], [0.0, 0.2, -0.2], [0.0, 0.0, 0.0]]}


No. 4
{"formula": "C5H12O", "method": "ωB97M-V/def2-TZVPD", "relative_energy_ev": 1.252, "homo_lumo_gap_ev": 10.809, "energy_ha": -272.9026, "elements": ["C", "C", "C", "H", "H", "H", "O", "H", "H", "H", "H", "H", "H", "C", "H", "C", "H", "H"], "positions_angstrom": [[3.28473, 0.58009, -0.43360], [-2.74887, 0.49827, 0.55392], [-4.24858, 0.24181, 0.40885], [2.13776, -1.83279, -0.87111], [0.63199, -1.69073, 0.06447], [1.30486, 0.64325, 0.39507], [-2.38812, 1.43785, 1.20424], [-2.10467, -0.17712, -0.02912], [2.22711, -1.57255, 0.87493], [3.47166, 1.61579, -0.70558], [3.72222, 0.47288, 0.56603], [-4.94089, 0.87092, 0.96430], [-4.40377, 0.49053, -0.66274], [1.82289, 0.14470, -0.43364], [-4.39837, -0.81943, 0.59010], [1.65776, -1.35737, -0.02267], [3.71084, -0.06990, -1.18614], [1.26144, 0.52380, -1.27733]], "forces_ev_per_a": [[-0.6, -0.3, -0.1], [-2.3, 0.9, 0.7], [0.9, -0.2, -1.3], [0.0, -1.1, 0.1], [-0.2, 0.0, 0.0], [0.1, 0.5, 0.0], [1.2, 0.0, 0.0], [0.4, 0.0, 0.1], [0.0, 0.0, 0.1], [-0.3, 0.1, -0.3], [0.1, -0.4, -0.3], [0.5, 0.0, 0.4], [-0.3, -0.6, 0.3], [-1.0, 0.6, 2.9], [-0.5, -0.1, -0.2], [0.8, 1.2, -1.9], [1.0, 0.0, 0.0], [0.1, -0.6, -0.7]]}


No. 5
{"formula": "C5H10S", "method": "ωB97M-V/def2-TZVPD", "relative_energy_ev": 1.320, "homo_lumo_gap_ev": 9.707, "energy_ha": -594.6466, "elements": ["H", "C", "H", "H", "H", "C", "H", "H", "S", "H", "C", "C", "H", "H", "H", "C"], "positions_angstrom": [[-1.61523, 2.00607, -0.73059], [-0.62587, 0.07397, -0.20075], [1.66210, -1.62115, -0.18280], [-1.94996, 1.40612, 0.96406], [-0.91695, -0.64079, 1.98588], [-0.84201, -1.02513, 0.99372], [2.23252, -0.00920, 0.48551], [-0.53402, 2.18722, 0.59277], [-0.68385, -0.79242, -1.83594], [-0.04731, -1.74143, 0.91202], [1.85785, -0.57522, -0.39268], [-1.22360, 1.44896, 0.11781], [-1.66265, -1.56052, 0.66125], [2.68470, -0.47830, -1.13080], [0.99289, 1.20566, -1.25908], [0.67139, 0.11614, -0.98039]], "forces_ev_per_a": [[-0.3, -0.3, -0.1], [0.5, -0.6, 1.4], [0.2, 0.0, 0.2], [-0.2, -0.3, -1.1], [-0.1, 0.5, 0.5], [1.9, 1.9, -2.5], [-0.5, -0.5, -0.2], [0.5, -0.9, -0.5], [0.5, 1.3, 0.4], [0.6, -0.2, 0.3], [1.3, 0.4, -0.9], [-0.4, 0.5, 1.2], [-2.1, -0.9, 0.0], [-0.4, -0.5, 0.4], [-1.1, -2.1, -0.2], [-0.5, 1.6, 1.2]]}